(1)
{"formula": "C7H32BO7", "method": "ωB97M-V/def2-TZVPD", "total_charge": -1, "fmax_ev_per_a": 4.17, "lumo_energy_ev": 3.25, "gap_ha": 0.3463, "total_energy_ev": -22782.2827, "e_above_lowest_kcal_mol": 59.47, "homo_ev": -6.17, "elements": ["B", "H", "H", "H", "H", "C", "O", "H", "H", "H", "H", "C", "O", "H", "H", "H", "H", "C", "O", "H", "H", "H", "H", "C", "O", "H", "H", "H", "H", "C", "O", "H", "H", "H", "H", "C", "O", "H", "H", "H", "H", "C", "O", "H", "H", "H", "H"], "xyz": [[0.284, -0.941, -0.430], [-0.729, -0.856, -0.066], [0.917, -0.246, 0.099], [0.671, -1.935, -0.270], [0.316, -0.597, -1.452], [0.544, 2.660, 0.416], [-0.526, 1.752, 0.620], [0.870, 2.991, 1.402], [1.380, 2.314, -0.192], [0.069, 3.476, -0.129], [-0.378, 0.983, 0.066], [-0.394, 2.114, -3.711], [0.220, 1.741, -2.549], [-1.444, 1.821, -3.698], [-0.263, 3.162, -3.980], [0.164, 1.524, -4.438], [-0.171, 0.900, -2.302], [-2.237, -3.178, 1.740], [-1.680, -1.916, 2.050], [-1.744, -3.524, 0.831], [-2.234, -3.925, 2.533], [-3.256, -3.129, 1.356], [-1.156, -1.632, 1.298], [-3.357, -0.019, -0.648], [-2.492, -0.681, -1.574], [-4.253, 0.038, -1.266], [-3.554, -0.558, 0.278], [-3.108, 1.006, -0.374], [-1.623, -0.866, -1.211], [-0.183, 1.881, 4.101], [-0.446, 0.923, 3.131], [-0.173, 1.409, 5.083], [0.758, 2.385, 3.879], [-1.027, 2.568, 4.039], [-0.277, 1.338, 2.282], [2.746, -0.576, 2.007], [2.768, -1.379, 0.818], [3.764, -0.416, 2.362], [2.246, 0.392, 1.966], [2.234, -1.174, 2.762], [1.840, -1.307, 0.584], [2.622, -1.460, -3.198], [2.743, -1.370, -1.887], [3.090, -0.634, -3.735], [3.025, -2.383, -3.615], [1.558, -1.558, -3.414], [1.874, -1.114, -1.568]], "lowdin_charge": [-0.360, -0.024, 0.002, 0.028, -0.008, -0.135, -0.151, 0.070, 0.088, 0.076, 0.010, -0.186, -0.116, 0.083, 0.076, 0.075, 0.040, -0.173, -0.122, 0.078, 0.069, 0.060, 0.010, -0.152, -0.148, 0.070, 0.069, 0.068, -0.022, -0.190, -0.129, 0.073, 0.068, 0.073, 0.005, -0.153, -0.154, 0.066, 0.060, 0.077, -0.046, -0.245, -0.101, 0.075, 0.070, 0.082, -0.009]}



(2)
{"formula": "C7H32N14O9", "method": "ωB97M-V/def2-TZVPD", "fmax_ev_per_a": 4.50, "lumo_energy_ev": 0.04, "gap_ha": 0.3434, "smiles": "NC(N)=O.NC(N)=O.NC(N)=O.NC(N)=O.NC(N)=O.NC(N)=O.NC(N)=O.O.O", "total_energy_ev": -47074.8728, "e_above_lowest_kcal_mol": 12.64, "homo_ev": -9.30, "elements": ["N", "C", "N", "O", "H", "H", "H", "H", "N", "C", "N", "O", "H", "H", "H", "H", "N", "C", "N", "O", "H", "H", "H", "H", "N", "C", "N", "O", "H", "H", "H", "H", "N", "C", "N", "O", "H", "H", "H", "H", "N", "C", "N", "O", "H", "H", "H", "H", "N", "C", "N", "O", "H", "H", "H", "H", "O", "H", "H", "O", "H", "H"], "xyz": [[1.173, 3.313, -1.877], [0.892, 3.766, -0.606], [1.999, 4.544, -0.186], [-0.162, 3.605, 0.020], [0.460, 2.752, -2.333], [2.126, 3.032, -1.949], [1.751, 5.183, 0.548], [2.254, 5.112, -0.998], [1.885, -2.221, 4.049], [2.901, -2.878, 3.476], [3.243, -2.445, 2.193], [3.482, -3.788, 4.006], [1.712, -2.533, 4.981], [1.595, -1.254, 3.758], [2.749, -1.648, 1.795], [4.140, -2.627, 1.746], [3.885, 1.096, -0.917], [3.154, 0.734, 0.153], [2.962, 1.627, 1.101], [2.559, -0.354, 0.298], [4.096, 0.429, -1.617], [4.673, 1.572, -0.528], [3.513, 2.450, 1.006], [2.369, 1.391, 1.878], [-0.390, 1.128, 1.405], [-0.098, 1.604, 2.650], [-0.690, 2.735, 3.056], [0.611, 1.000, 3.418], [-0.524, 1.845, 0.669], [0.278, 0.488, 1.115], [-1.470, 3.092, 2.621], [-0.532, 2.968, 4.018], [-1.576, -4.513, -2.637], [-2.820, -4.765, -2.353], [-3.578, -3.598, -2.129], [-3.330, -5.852, -2.599], [-1.133, -5.333, -3.022], [-0.984, -3.709, -2.346], [-3.169, -2.970, -1.450], [-4.483, -3.827, -1.683], [-2.960, 2.843, -3.729], [-2.335, 1.992, -2.872], [-3.068, 1.594, -1.781], [-1.183, 1.618, -3.024], [-2.245, 3.130, -4.360], [-3.901, 3.220, -3.596], [-4.074, 1.749, -1.787], [-2.809, 0.722, -1.357], [-1.073, -2.312, 0.240], [-1.324, -1.236, -0.606], [-0.290, -0.950, -1.393], [-2.449, -0.733, -0.617], [-0.182, -2.775, 0.438], [-1.620, -2.260, 1.098], [0.642, -1.179, -1.025], [-0.426, -0.267, -2.079], [-3.689, 2.321, 1.360], [-3.581, 2.070, 0.424], [-3.511, 1.460, 1.793], [1.350, -3.920, 0.373], [1.136, -4.717, 0.866], [2.067, -3.522, 0.902]], "lowdin_charge": [0.164, -0.602, 0.113, 0.018, 0.068, 0.071, 0.089, 0.097, 0.164, -0.709, 0.120, 0.040, 0.102, 0.107, 0.048, 0.118, 0.178, -0.672, 0.207, -0.031, 0.105, 0.103, 0.097, 0.093, 0.192, -0.709, 0.196, 0.012, 0.078, 0.038, 0.057, 0.113, 0.157, -0.717, 0.133, 0.015, 0.113, 0.117, 0.043, 0.106, 0.161, -0.653, 0.154, -0.002, 0.098, 0.120, 0.109, 0.019, 0.153, -0.677, 0.209, -0.007, 0.050, 0.109, 0.104, 0.060, -0.077, -0.002, 0.048, -0.070, 0.056, 0.010]}



(3)
{"formula": "C7H32NO9", "method": "ωB97M-V/def2-TZVPD", "total_charge": 1, "fmax_ev_per_a": 3.05, "lumo_energy_ev": -2.34, "gap_ha": 0.3446, "total_energy_ev": -27688.6591, "e_above_lowest_kcal_mol": 50.80, "homo_ev": -11.72, "elements": ["C", "C", "C", "C", "C", "C", "C", "N", "H", "H", "H", "H", "H", "H", "H", "H", "H", "H", "H", "H", "H", "H", "H", "H", "O", "H", "H", "O", "H", "H", "O", "H", "H", "O", "H", "H", "O", "H", "H", "O", "H", "H", "O", "H", "H", "O", "H", "H", "O"], "xyz": [[-0.069, -1.742, 2.139], [0.998, -0.834, 2.679], [0.536, 0.049, 3.824], [0.146, -0.498, 4.984], [0.372, 1.575, 3.502], [0.265, 1.953, 2.098], [0.911, 3.052, 1.670], [-0.776, -1.306, 0.918], [0.378, -2.695, 1.896], [-0.866, -1.945, 2.874], [1.985, -1.346, 2.810], [1.298, -0.164, 1.875], [0.185, -1.599, 4.932], [0.125, -0.074, 5.986], [-0.632, 1.772, 3.915], [1.064, 2.141, 4.137], [-0.418, 1.441, 1.431], [0.935, 3.723, 0.811], [1.663, 3.416, 2.369], [-0.121, -1.210, 0.148], [-1.477, -1.996, 0.609], [-1.227, -0.397, 0.982], [2.952, 0.636, -4.836], [4.102, 0.541, -3.828], [3.285, 1.028, -4.023], [-2.980, 2.047, -2.495], [-4.458, 1.762, -2.422], [-3.607, 1.326, -2.394], [-3.936, -0.564, 1.636], [-3.301, 0.009, 0.290], [-3.212, -0.094, 1.234], [3.258, 1.297, -0.463], [3.335, 1.676, -2.182], [3.003, 1.727, -1.283], [1.423, 0.966, -0.604], [0.254, 0.284, -1.543], [0.808, 0.220, -0.774], [2.190, -0.801, -2.606], [2.304, -1.876, -3.809], [1.746, -1.266, -3.337], [-2.333, -4.782, 0.330], [-1.765, -4.140, -0.864], [-1.807, -4.013, 0.098], [0.575, -0.196, -4.087], [-0.442, 0.713, -4.881], [-0.233, 0.357, -4.013], [-1.294, -0.271, -2.545], [-2.642, -0.265, -1.923], [-1.744, -0.592, -1.741]], "lowdin_charge": [-0.151, -0.154, -0.272, 0.053, -0.165, -0.214, 0.030, 0.153, 0.126, 0.136, 0.144, 0.084, 0.071, 0.076, 0.129, 0.128, 0.086, 0.068, 0.060, 0.103, 0.112, 0.091, 0.054, 0.066, -0.050, 0.061, 0.057, -0.034, 0.059, 0.027, -0.021, 0.058, 0.015, -0.052, 0.030, 0.007, -0.063, 0.050, 0.063, -0.048, 0.053, 0.064, -0.044, 0.008, 0.059, -0.062, 0.005, 0.014, -0.072]}



(4)
{"formula": "C7H32O10", "method": "ωB97M-V/def2-TZVPD", "fmax_ev_per_a": 2.93, "lumo_energy_ev": -0.29, "gap_ha": 0.2878, "smiles": "C=C/C=C(/C)CC.O.O.O.O.O.O.O.O.O.O", "total_energy_ev": -28251.8150, "e_above_lowest_kcal_mol": 44.85, "homo_ev": -8.12, "elements": ["C", "C", "C", "C", "C", "C", "C", "H", "H", "H", "H", "H", "H", "H", "H", "H", "H", "H", "H", "O", "H", "H", "O", "H", "H", "O", "H", "H", "O", "H", "H", "O", "H", "H", "O", "H", "H", "O", "H", "H", "O", "H", "H", "O", "H", "H", "O", "H", "H"], "xyz": [[-0.622, -1.478, 0.736], [0.688, -1.162, 0.907], [1.227, -0.147, -0.062], [2.147, 0.797, 0.167], [2.770, 1.551, -1.003], [2.413, 1.254, 1.606], [2.413, 2.786, 1.677], [-1.102, -2.006, 1.549], [-1.130, -1.175, -0.160], [1.134, -1.562, 1.806], [1.054, -0.499, -1.076], [2.416, 1.361, -2.010], [3.850, 1.348, -0.999], [2.689, 2.637, -0.905], [3.340, 0.808, 1.978], [1.639, 0.886, 2.279], [1.495, 3.219, 1.252], [3.190, 3.193, 1.047], [2.473, 3.145, 2.720], [1.032, -3.822, 1.517], [0.506, -4.105, 0.753], [0.261, -3.619, 2.078], [-0.259, -2.306, 3.547], [-0.516, -1.393, 3.717], [-0.852, -2.918, 3.994], [-1.053, 3.299, -0.432], [-0.644, 2.599, -0.996], [-1.727, 3.687, -0.998], [-2.393, -3.360, -2.907], [-1.746, -3.240, -2.204], [-1.786, -3.380, -3.651], [-0.566, 0.546, 3.152], [-1.286, 1.175, 3.320], [-0.599, 0.562, 2.178], [-2.422, 1.931, 1.872], [-1.931, 2.210, 1.075], [-3.349, 2.189, 1.721], [-1.134, -0.793, -3.061], [-1.745, -0.846, -3.804], [-0.365, -1.395, -3.106], [-1.373, 1.881, -2.581], [-1.090, 0.982, -2.866], [-0.710, 2.485, -2.938], [-3.526, 0.165, 0.112], [-2.912, 0.597, 0.741], [-3.104, 0.437, -0.709], [0.799, -2.652, -3.493], [1.258, -2.358, -4.282], [1.149, -3.517, -3.258]], "lowdin_charge": [-0.014, -0.153, -0.079, -0.275, -0.064, -0.198, -0.103, 0.047, 0.044, 0.085, 0.094, 0.065, 0.086, 0.062, 0.117, 0.078, 0.073, 0.053, 0.081, -0.081, 0.037, 0.005, -0.068, 0.021, 0.062, -0.079, 0.024, 0.044, -0.052, 0.020, 0.014, -0.070, 0.037, 0.018, -0.072, 0.031, 0.083, -0.070, 0.069, 0.001, -0.081, 0.008, 0.053, -0.069, -0.015, 0.021, -0.031, 0.068, 0.074]}